[1]
Computed, not measured: a 8-piece molecular cluster, C60H81ClN7O10P overall, with the ωB97M-V functional and the def2-TZVPD basis.

The geometry in ORCA input format:
```
! wB97M-V def2-TZVPD RIJCOSX def2/J DEFGRID3
* xyz 0 1
C -1.726 -5.590 2.397
C -0.744 -5.302 3.536
O -1.363 -4.420 4.471
C -0.536 -3.520 5.039
O 0.674 -3.696 5.154
C -1.200 -2.280 5.576
C -2.493 -1.819 4.871
C -2.363 -0.529 4.060
C -2.242 -0.731 2.550
C -1.270 -1.811 2.092
C 0.213 -1.672 2.387
O 1.006 -2.524 2.010
Cl 0.868 -0.244 3.227
O -1.834 0.502 1.974
C -2.596 0.949 0.872
C -1.960 2.282 0.425
C -0.441 2.214 0.566
C 0.320 3.194 -0.337
C 1.698 2.590 -0.612
C 2.616 2.709 0.604
C 3.661 1.594 0.783
C 4.089 0.847 -0.491
C 3.437 -0.510 -0.559
O 4.273 -1.367 -1.387
C 4.135 -2.697 -1.152
C 2.753 -3.270 -1.227
O 5.127 -3.384 -0.928
C -2.556 -0.006 -0.316
O -3.444 -1.117 -0.254
C -4.697 -0.910 -0.821
O -5.401 0.175 -0.286
C -5.951 -0.101 1.003
C -7.474 -0.269 0.959
C -7.934 -1.297 1.987
O -8.100 0.957 1.327
P -4.696 -0.791 -2.676
O -4.976 -2.089 -3.320
H -1.355 -5.171 1.469
H -2.681 -5.124 2.602
H -1.856 -6.651 2.250
H -0.470 -6.240 4.000
H 0.161 -4.881 3.123
H -1.458 -2.540 6.598
H -0.454 -1.504 5.613
H -2.889 -2.637 4.280
H -3.225 -1.615 5.637
H -3.307 -0.006 4.182
H -1.600 0.138 4.434
H -3.239 -1.018 2.234
H -1.562 -2.771 2.501
H -1.309 -1.922 1.018
H -3.607 1.165 1.202
H -2.226 2.491 -0.605
H -2.346 3.098 1.023
H -0.156 2.384 1.592
H -0.122 1.227 0.256
H 0.510 4.134 0.176
H -0.214 3.397 -1.256
H 2.167 3.117 -1.439
H 1.569 1.563 -0.934
H 2.043 2.747 1.523
H 3.127 3.664 0.533
H 4.551 2.062 1.187
H 3.360 0.875 1.533
H 5.153 0.647 -0.430
H 3.934 1.417 -1.397
H 3.363 -0.953 0.425
H 2.457 -0.464 -1.024
H 2.818 -4.345 -1.244
H 2.164 -2.980 -0.366
H 2.267 -2.931 -2.134
H -2.664 0.562 -1.233
H -1.559 -0.427 -0.346
H -5.264 -1.817 -0.626
H -5.476 -0.960 1.462
H -5.709 0.755 1.626
H -7.765 -0.557 -0.046
H -8.758 -1.882 1.599
H -8.267 -0.787 2.880
H -7.139 -1.969 2.282
H -7.550 1.693 1.063
H -3.496 -0.193 -3.110
H -5.711 0.147 -2.952
N 6.874 1.321 -4.234
C 8.088 1.069 -4.719
C 8.851 -0.031 -4.352
C 8.321 -0.919 -3.430
C 7.058 -0.675 -2.917
C 6.381 0.453 -3.354
H 8.465 1.790 -5.434
H 9.833 -0.183 -4.777
H 8.886 -1.787 -3.113
H 6.604 -1.340 -2.194
H 5.390 0.673 -2.978
N 8.302 -7.087 -4.483
C 9.015 -6.321 -3.660
C 8.459 -5.549 -2.650
C 7.083 -5.570 -2.485
C 6.326 -6.360 -3.335
C 6.982 -7.096 -4.311
H 10.087 -6.331 -3.824
H 9.089 -4.947 -2.010
H 6.609 -4.980 -1.713
H 5.250 -6.405 -3.244
H 6.426 -7.730 -4.994
N -4.978 -0.345 6.876
C -4.172 0.511 7.501
C -4.615 1.658 8.140
C -5.971 1.935 8.127
C -6.825 1.057 7.480
C -6.279 -0.065 6.874
H -3.116 0.258 7.484
H -3.916 2.318 8.635
H -6.353 2.821 8.617
H -7.891 1.235 7.446
H -6.912 -0.780 6.359
N 5.994 -2.390 -6.822
C 6.543 -2.835 -5.693
C 6.596 -4.177 -5.340
C 6.047 -5.108 -6.206
C 5.471 -4.662 -7.384
C 5.472 -3.299 -7.643
H 6.955 -2.077 -5.042
H 7.056 -4.482 -4.409
H 6.069 -6.163 -5.966
H 5.030 -5.353 -8.089
H 5.034 -2.909 -8.555
N -1.219 3.900 -3.667
C -0.696 4.762 -4.538
C -1.428 5.394 -5.531
C -2.779 5.113 -5.630
C -3.342 4.219 -4.734
C -2.520 3.645 -3.776
H 0.366 4.950 -4.429
H -0.952 6.082 -6.211
H -3.383 5.583 -6.395
H -4.394 3.970 -4.776
H -2.923 2.941 -3.053
N -5.070 3.813 11.093
C -5.129 3.437 12.369
C -4.311 3.954 13.362
C -3.376 4.912 13.011
C -3.298 5.314 11.689
C -4.165 4.736 10.774
H -5.873 2.683 12.601
H -4.407 3.611 14.383
H -2.718 5.340 13.757
H -2.582 6.059 11.370
H -4.138 5.025 9.729
N -1.010 5.425 -8.759
C -0.640 4.323 -9.408
C 0.206 4.325 -10.507
C 0.692 5.540 -10.960
C 0.316 6.697 -10.298
C -0.532 6.584 -9.208
H -1.045 3.394 -9.022
H 0.475 3.398 -10.992
H 1.354 5.585 -11.815
H 0.671 7.667 -10.618
H -0.848 7.466 -8.659
*
```

## Properties
* Kohn-Sham gap: 9.49 eV
* SMILES: CCOC(=O)CCC[C@H](CC(=O)Cl)O[C@@H](CCCCCCCCOC(C)=O)CO[C@@H](OC[C@@H](C)O)[PH2]=O.c1ccncc1.c1ccncc1.c1ccncc1.c1ccncc1.c1ccncc1.c1ccncc1.c1ccncc1
* maximum force: 2.887 eV/Å
* HOMO energy: -9.104 eV

[2]
Computed, not measured: C60H89LiNP4Si4 as an isolated structure, with the ωB97M-V functional and the def2-TZVPD basis.

The geometry in ORCA input format:
```
! wB97M-V def2-TZVPD RIJCOSX def2/J DEFGRID3
* xyz -1 1
Li -0.974 -0.496 -0.443
C -2.393 -3.838 -4.693
C -1.640 -2.587 -4.229
C -1.969 -1.398 -5.137
P -1.780 -2.175 -2.405
C -3.572 -2.620 -2.070
C -4.488 -1.725 -2.912
C -3.923 -2.424 -0.596
C -0.813 -3.545 -1.661
C -0.191 -4.518 -2.457
C 0.655 -5.493 -1.965
C 1.287 -6.529 -2.861
C 0.903 -5.470 -0.596
C 0.344 -4.508 0.213
C -0.518 -3.486 -0.266
N -0.963 -2.405 0.491
C -0.852 -2.421 1.859
C -0.820 -3.592 2.666
C -0.354 -3.578 3.966
C 0.069 -2.390 4.568
C 0.714 -2.377 5.932
C -0.246 -1.217 3.892
C -0.793 -1.204 2.608
P -1.754 0.196 1.942
C -3.459 -0.452 2.399
C -4.543 0.548 1.992
C -3.707 -0.998 3.807
C -1.382 1.629 3.075
C -1.880 2.914 2.400
C -1.896 1.608 4.517
H -1.979 -4.196 -5.641
H -3.447 -3.610 -4.864
H -2.343 -4.655 -3.975
H -0.565 -2.747 -4.349
H -3.040 -1.201 -5.188
H -1.625 -1.608 -6.155
H -1.477 -0.491 -4.794
H -3.719 -3.670 -2.330
H -4.170 -0.680 -2.849
H -5.513 -1.782 -2.537
H -4.506 -2.013 -3.962
H -3.735 -1.385 -0.306
H -3.331 -3.068 0.052
H -4.984 -2.637 -0.430
H -0.355 -4.529 -3.525
H 1.175 -6.260 -3.913
H 0.833 -7.514 -2.717
H 2.354 -6.630 -2.644
H 1.576 -6.203 -0.159
H 0.636 -4.508 1.247
H -1.150 -4.526 2.228
H -0.300 -4.508 4.524
H 1.650 -2.943 5.937
H 0.059 -2.826 6.685
H 0.937 -1.355 6.245
H -0.053 -0.271 4.387
H -3.517 -1.305 1.720
H -4.595 1.378 2.703
H -5.524 0.064 1.981
H -4.355 0.964 0.998
H -3.965 -0.203 4.509
H -2.845 -1.542 4.196
H -4.551 -1.695 3.777
H -0.285 1.650 3.083
H -2.964 2.994 2.499
H -1.641 2.942 1.335
H -1.439 3.794 2.878
H -2.971 1.800 4.537
H -1.411 2.410 5.082
H -1.713 0.669 5.035
C -4.296 4.662 -2.781
Si -3.803 3.283 -1.561
C -5.011 1.864 -1.962
C -4.428 3.977 0.097
Si -1.637 2.382 -1.715
Si -1.448 2.604 -4.039
C -2.935 1.839 -4.949
C 0.092 1.648 -4.611
C -1.267 4.302 -4.883
Si -0.269 4.160 -1.004
C 1.239 4.447 -2.147
C 0.495 3.823 0.720
C -1.032 5.892 -0.810
H -5.341 4.964 -2.658
H -4.159 4.332 -3.816
H -3.667 5.548 -2.637
H -6.052 2.119 -1.735
H -4.751 0.960 -1.402
H -4.951 1.614 -3.027
H -5.396 4.470 -0.034
H -3.730 4.710 0.516
H -4.555 3.182 0.838
H -3.253 0.905 -4.474
H -2.712 1.624 -6.000
H -3.788 2.524 -4.920
H 0.233 0.740 -4.017
H 0.987 2.259 -4.470
H 0.049 1.368 -5.671
H -2.121 4.943 -4.643
H -1.205 4.215 -5.973
H -0.365 4.814 -4.534
H 2.156 4.653 -1.584
H 1.059 5.295 -2.814
H 1.423 3.570 -2.775
H 0.368 2.772 1.006
H 0.009 4.428 1.492
H 1.562 4.065 0.745
H -1.407 6.245 -1.777
H -0.314 6.627 -0.432
H -1.883 5.864 -0.120
C 2.944 0.784 0.906
P 1.817 -0.498 0.146
C 2.640 -2.030 0.756
C 3.588 -2.777 0.058
C 4.155 -3.906 0.631
C 3.790 -4.303 1.911
C 2.864 -3.555 2.620
C 2.292 -2.429 2.045
C 2.423 -0.429 -1.590
C 2.110 -1.503 -2.430
C 2.542 -1.526 -3.746
C 3.278 -0.466 -4.258
C 3.549 0.628 -3.451
C 3.118 0.651 -2.130
P 2.934 1.098 2.728
C 4.143 -0.076 3.485
C 5.319 -0.499 2.872
C 6.207 -1.321 3.549
C 5.945 -1.710 4.858
C 4.787 -1.276 5.485
C 3.889 -0.471 4.797
C 4.085 2.553 2.765
C 4.455 3.020 4.030
C 5.334 4.080 4.174
C 5.860 4.706 3.049
C 5.484 4.269 1.790
C 4.599 3.204 1.648
H 2.540 1.722 0.527
H 3.954 0.651 0.517
H 3.899 -2.482 -0.934
H 4.887 -4.480 0.074
H 4.221 -5.196 2.348
H 2.574 -3.848 3.623
H 1.551 -1.864 2.604
H 1.529 -2.336 -2.041
H 2.300 -2.373 -4.379
H 3.610 -0.478 -5.289
H 4.091 1.478 -3.849
H 3.320 1.535 -1.537
H 5.554 -0.187 1.861
H 7.110 -1.658 3.054
H 6.640 -2.356 5.382
H 4.576 -1.577 6.505
H 2.969 -0.151 5.277
H 4.052 2.534 4.913
H 5.610 4.423 5.164
H 6.552 5.533 3.157
H 5.880 4.755 0.906
H 4.316 2.895 0.650
*
```

## Properties
* Kohn-Sham gap: 5.96 eV
* maximum force: 0.473 eV/Å
* HOMO energy: -3.705 eV

[3]
Computed, not measured: a 15-piece molecular cluster, C60H91N15 overall, with the ωB97M-V functional and the def2-TZVPD basis.

The geometry in ORCA input format:
```
! wB97M-V def2-TZVPD RIJCOSX def2/J DEFGRID3
* xyz 0 1
C -5.198 3.641 -1.434
C -4.124 3.133 -2.393
C -3.522 1.833 -1.929
C -4.475 0.732 -1.818
N -5.198 -0.167 -1.705
H -4.807 3.729 -0.420
H -6.025 2.922 -1.423
H -5.614 4.597 -1.747
H -3.386 3.934 -2.395
H -4.508 3.046 -3.411
H -3.081 1.960 -0.935
H -2.697 1.551 -2.585
C -1.615 -6.876 0.835
C -2.757 -6.483 -0.068
C -3.877 -5.793 0.699
C -3.368 -4.628 1.434
N -2.950 -3.753 2.041
H -1.898 -7.625 1.586
H -1.304 -6.040 1.475
H -0.710 -7.228 0.346
H -3.150 -7.320 -0.649
H -2.452 -5.786 -0.851
H -4.369 -6.441 1.428
H -4.637 -5.407 0.013
C 2.489 -5.176 -0.179
C 1.100 -4.583 0.078
C 0.279 -4.484 -1.177
C 0.115 -5.765 -1.867
N -0.022 -6.774 -2.384
H 2.460 -6.242 -0.403
H 3.166 -5.001 0.658
H 2.983 -4.683 -1.030
H 1.218 -3.590 0.509
H 0.655 -5.280 0.784
H 0.693 -3.765 -1.892
H -0.727 -4.067 -1.057
C 0.024 0.731 -7.652
C 1.007 -0.410 -7.448
C 1.526 -0.507 -6.020
C 0.485 -0.554 -4.995
N -0.378 -0.554 -4.245
H 0.516 1.698 -7.499
H -0.847 0.679 -7.001
H -0.344 0.739 -8.680
H 1.891 -0.286 -8.081
H 0.558 -1.333 -7.822
H 2.174 0.342 -5.767
H 2.220 -1.340 -5.886
C 3.842 6.982 1.434
C 3.687 5.674 0.686
C 2.257 5.160 0.724
C 2.117 3.774 0.288
N 2.008 2.700 -0.051
H 4.880 7.329 1.443
H 3.557 6.938 2.485
H 3.314 7.788 0.914
H 4.364 4.932 1.116
H 4.007 5.864 -0.338
H 1.625 5.723 0.027
H 1.785 5.228 1.708
C 3.586 -1.187 2.006
C 3.848 0.289 2.206
C 5.313 0.674 2.046
C 6.199 -0.119 2.894
N 6.892 -0.737 3.556
H 3.718 -1.518 0.975
H 2.540 -1.361 2.268
H 4.141 -1.801 2.719
H 3.474 0.631 3.171
H 3.295 0.810 1.420
H 5.408 1.740 2.255
H 5.621 0.499 1.010
C 1.950 4.952 -3.661
C 2.647 3.635 -3.961
C 1.690 2.480 -4.340
C 0.546 2.400 -3.447
N -0.321 2.350 -2.742
H 1.440 5.314 -4.558
H 2.645 5.715 -3.315
H 1.187 4.860 -2.884
H 3.237 3.303 -3.099
H 3.379 3.766 -4.760
H 2.273 1.559 -4.360
H 1.299 2.662 -5.347
C -5.359 -1.074 1.890
C -4.763 0.118 2.618
C -3.266 0.283 2.296
C -2.633 1.302 3.130
N -2.103 2.088 3.764
H -4.758 -1.967 2.071
H -5.375 -0.897 0.815
H -6.360 -1.279 2.267
H -4.763 0.014 3.704
H -5.282 1.030 2.318
H -2.985 0.565 1.271
H -2.734 -0.663 2.452
N -2.939 5.442 1.284
C -2.309 4.243 1.078
C -1.773 4.270 -0.174
C -2.080 5.544 -0.725
C -2.820 6.249 0.196
H -3.491 5.621 2.101
H -2.304 3.483 1.835
H -1.166 3.535 -0.680
H -1.724 5.954 -1.659
H -3.278 7.218 0.132
N -0.248 0.430 -0.307
C 0.364 0.123 0.869
C -0.093 -1.128 1.265
C -1.064 -1.515 0.315
C -1.198 -0.525 -0.606
H -0.047 1.175 -0.959
H 1.073 0.787 1.327
H 0.109 -1.723 2.140
H -1.686 -2.393 0.246
H -1.847 -0.379 -1.445
N 2.809 0.262 -1.877
C 3.996 0.345 -2.577
C 4.044 -0.757 -3.403
C 2.903 -1.559 -3.104
C 2.205 -0.924 -2.117
H 2.526 0.941 -1.187
H 4.655 1.162 -2.332
H 4.787 -0.914 -4.172
H 2.696 -2.486 -3.614
H 1.294 -1.218 -1.625
N -4.155 -2.773 -3.622
C -3.417 -3.915 -3.751
C -4.282 -4.965 -3.765
C -5.601 -4.431 -3.661
C -5.466 -3.087 -3.487
H -3.786 -1.859 -3.441
H -2.347 -3.877 -3.703
H -4.042 -6.012 -3.861
H -6.509 -5.006 -3.616
H -6.235 -2.377 -3.238
N 1.468 1.152 5.023
C 0.892 0.104 4.352
C 1.420 -1.062 4.860
C 2.314 -0.698 5.904
C 2.353 0.675 5.958
H 1.303 2.128 4.813
H 0.014 0.315 3.764
H 1.176 -2.038 4.475
H 2.910 -1.357 6.513
H 2.941 1.390 6.508
N 0.391 -5.485 4.623
C 0.504 -4.549 3.648
C 1.837 -4.320 3.457
C 2.542 -5.253 4.258
C 1.622 -5.934 4.989
H -0.464 -5.841 5.000
H -0.341 -4.051 3.199
H 2.176 -3.506 2.838
H 3.612 -5.371 4.291
H 1.750 -6.723 5.706
N 0.075 3.806 4.617
C 0.762 4.349 5.653
C 2.008 4.696 5.206
C 2.036 4.397 3.818
C 0.870 3.765 3.487
H -0.787 3.262 4.649
H 0.372 4.284 6.655
H 2.793 5.149 5.783
H 2.844 4.620 3.136
H 0.469 3.280 2.612
*
```

## Properties
* Kohn-Sham gap: 8.03 eV
* maximum force: 3.880 eV/Å
* HOMO energy: -7.789 eV